Record 1
This record from the OMol25 dataset describes an isolated molecule of C7H15ClSi. The level of theory is the ωB97M-V functional and the def2-TZVPD basis.

Results
molar mass	162.7	g mol⁻¹
gap between HOMO and LUMO	10.236	eV
energy above the lowest of the compared OMol25 structures with the same formula, charge and spin	10.75	kJ/mol
SMILES	C=C[Si@@](C)(Cl)C(C)(C)C
strongest force on any atom	0.07846	hartree/bohr
HOMO	-9.537	eV

```
! wB97M-V def2-TZVPD RIJCOSX def2/J DEFGRID3
* xyz 0 1
C 0.689 -0.339 2.833
C -0.155 0.498 2.211
Si -1.064 0.076 0.527
C -2.076 -1.509 0.047
Cl -2.132 1.734 0.219
C 0.325 0.278 -0.776
C 1.353 -0.847 -0.580
C -0.256 0.341 -2.154
C 1.047 1.595 -0.443
H 1.285 0.142 3.581
H 0.839 -1.427 2.569
H -0.265 1.549 2.578
H -2.066 -2.190 0.845
H -3.159 -1.241 -0.302
H -1.382 -1.900 -0.783
H 0.816 -1.792 -0.587
H 2.109 -0.861 -1.412
H 1.970 -0.568 0.345
H -1.137 0.988 -2.223
H -0.619 -0.779 -2.256
H 0.424 0.400 -3.005
H 0.383 2.432 -0.860
H 1.163 1.638 0.684
H 1.908 1.783 -1.059
*
```

***

Record 2
This record from the OMol25 dataset describes a structure of composition C4H8NO. The level of theory is the ωB97M-V functional and the def2-TZVPD basis.

Results
molar mass	86.1	g mol⁻¹
gap between HOMO and LUMO (alpha / beta)	7.849 / 8.572	eV
energy above the lowest of the compared OMol25 structures with the same formula, charge and spin	430.72	kJ/mol
strongest force on any atom	0.08060	hartree/bohr
HOMO (alpha / beta)	-12.914 / -13.248	eV

```
! wB97M-V def2-TZVPD RIJCOSX def2/J DEFGRID3
* xyz 1 1
C -1.422 0.677 0.441
C -2.231 -0.019 -0.567
C -0.403 -0.386 0.044
C 1.982 -0.295 0.437
N 0.858 0.015 -0.499
O -1.308 -0.871 -0.970
H -0.940 1.560 0.162
H -1.791 0.619 1.436
H -3.319 -0.379 -0.533
H 1.903 0.123 1.442
H 1.887 -1.351 0.640
H 2.944 0.029 0.032
H 1.021 -0.623 -1.234
H 0.817 0.901 -0.832
*
```

***

Record 3
This record from the OMol25 dataset describes a structure of composition C3H8N2O. The level of theory is the ωB97M-V functional and the def2-TZVPD basis.

Results
molar mass	88.1	g mol⁻¹
gap between HOMO and LUMO	9.896	eV
energy above the lowest of the compared OMol25 structures with the same formula, charge and spin	226.71	kJ/mol
strongest force on any atom	0.00722	hartree/bohr
HOMO	-9.058	eV

```
! wB97M-V def2-TZVPD RIJCOSX def2/J DEFGRID3
* xyz 0 1
C 1.653 0.003 1.458
N 0.536 0.731 0.855
C -0.580 -0.188 0.321
O -1.169 -1.001 1.001
N -0.534 0.237 -0.929
C -1.401 -0.302 -1.951
H 1.284 -0.636 2.266
H 2.399 0.704 1.842
H 2.109 -0.623 0.687
H 0.152 1.421 1.500
H 0.446 0.993 -0.374
H -2.074 0.470 -2.343
H -0.811 -0.690 -2.788
H -2.009 -1.119 -1.545
*
```

***

no.,E_tot (eV)
1,-27902.415
2,-7803.639
3,-8266.976